{"formula": "C3H4N2O", "method": "ωB97M-V/def2-TZVPD", "species": ["N", "C", "C", "N", "C", "O", "H", "H", "H", "H"], "xyz": [[-0.22878, 0.48153, -1.51907], [-0.02396, 0.04658, -0.15322], [0.15910, -1.27726, -0.01110], [0.32846, -1.37777, 1.41223], [0.23140, -0.18735, 1.88576], [0.00288, 0.81734, 0.97307], [-1.15183, 0.85519, -1.76358], [0.49667, 1.06782, -1.94484], [-0.12537, -0.55305, -1.79660], [0.31144, 0.12696, 2.91734]], "spin_multiplicity": 1, "orbital_gap_ha": 0.2865, "energy_ev": -8199.24161, "de_lowest_kcal_mol": 107.09, "homo_energy_ev": -7.819}